Here is a structure of composition C4H6MgO7 from the Open Molecules 2025 dataset. Energies are from ωB97M-V/def2-TZVPD.

Each line ends with the Löwdin spin population.
Atoms and positions in Å:
O: -7.931 0.914 -6.406  0.105
C: -7.894 0.649 -5.172  0.031
O: -8.951 0.622 -4.482  0.110
O: -6.706 0.442 -4.628  0.010
O: -5.028 -0.643 -1.610  0.000
C: -5.175 -0.116 -2.897  0.000
C: -6.634 0.178 -3.221  0.002
Mg: -10.022 1.056 -6.246  0.738
H: -4.804 -0.868 -3.610  0.000
H: -4.573 0.799 -3.015  0.000
H: -7.003 1.047 -2.664  0.001
H: -7.260 -0.691 -2.976  0.001
C: -4.979 0.410 -0.411  0.000
O: -4.346 1.489 -0.650  0.000
O: -6.337 0.564 -0.022  0.000
H: -6.424 1.489 0.229  0.000
O: -4.402 -0.493 0.503  0.000
H: -4.241 -1.312 -0.156  0.000

Output
E in eV: -24024.2732
Multiplicity: 2
Expectation value of S²: 0.751
F_max in eV Å⁻¹: 3.6
Total charge: -1

---

Here is a structure of composition C5H6O from the Open Molecules 2025 dataset. Energies are from ωB97M-V/def2-TZVPD.

Each line ends with the Mulliken charge.
Atoms and positions in Å:
C: -0.072 1.455 0.563  -1.245
C: -0.165 0.003 0.063  0.461
C: -1.482 -0.419 -0.455  0.008
O: -2.488 0.254 -0.411  -0.513
C: 1.009 -0.697 -0.373  -0.372
C: 1.958 -1.463 -0.381  -0.287
H: 0.826 1.617 1.162  0.354
H: -0.043 2.184 -0.268  0.299
H: -0.956 1.708 1.154  0.330
H: 0.175 -1.156 0.609  0.223
H: -1.491 -1.464 -0.820  0.364
H: 2.728 -2.023 -0.844  0.377

Output
E in eV: -7325.0550
F_max in eV Å⁻¹: 3.2

---

Here is the molecule C6H13N from the Open Molecules 2025 dataset. Energies are from ωB97M-V/def2-TZVPD.

Each line ends with the Mulliken charge.
Atoms and positions in Å:
C: -1.128 -0.686 1.843  -1.203
C: -0.429 -1.916 1.153  -0.356
C: -0.420 -1.660 -0.365  -0.747
C: 0.612 -0.729 -0.887  -0.423
C: 0.661 0.578 -0.491  -0.055
N: 1.568 1.643 -0.783  -0.297
C: 0.674 2.705 -1.297  -0.640
H: -0.490 -0.339 2.582  0.323
H: -1.604 0.051 1.148  0.338
H: -2.059 -0.848 2.426  0.366
H: -1.006 -2.812 1.367  0.298
H: 0.585 -1.896 1.550  0.331
H: -1.445 -1.500 -0.587  0.377
H: -0.276 -2.684 -0.902  0.272
H: 1.211 -1.154 -1.657  0.345
H: 0.017 0.966 0.326  0.098
H: 2.419 1.398 -1.236  0.224
H: 1.030 3.591 -1.985  0.290
H: 0.340 3.181 -0.323  0.229
H: -0.261 2.112 -1.882  0.229

Output
E in eV: -7920.1654
SMILES string: CCC/C=C/NC
F_max in eV Å⁻¹: 3.7

---

Here is a structure of composition C12H12Br4ErO2S3 from the Open Molecules 2025 dataset. Energies are from ωB97M-V/def2-TZVPD.

Each line ends with the Löwdin spin population.
Atoms and positions in Å:
Er: -0.278 0.261 -0.472  3.030
C: 2.526 3.135 -1.102  0.000
C: 3.304 1.893 -0.755  0.000
S: 2.420 0.328 -1.194  -0.004
C: 2.612 -0.612 0.423  0.000
C: 2.183 0.042 1.771  0.001
S: 0.326 0.253 2.039  -0.004
C: -0.396 1.904 1.467  -0.001
C: 0.524 2.969 0.850  0.000
S: 0.688 2.945 -0.948  -0.002
H: 2.816 3.966 -0.451  0.000
H: 2.709 3.379 -2.136  0.000
H: 4.235 1.753 -1.333  0.000
H: 3.472 1.911 0.351  0.000
H: 2.087 -1.531 0.306  0.000
H: 3.686 -0.821 0.419  0.000
H: 2.495 -0.583 2.631  0.000
H: 2.583 1.060 1.893  0.000
H: -1.286 1.752 0.796  0.000
H: -0.824 2.178 2.435  0.000
H: 0.088 3.937 1.085  0.000
H: 1.507 2.900 1.330  0.000
Br: -3.998 -5.753 -0.397  0.000
C: -3.375 -3.999 -0.711  0.000
C: -4.357 -3.055 -0.783  0.000
Br: -6.119 -3.617 -0.475  0.000
C: -4.115 -1.701 -1.003  0.000
Br: -5.458 -0.469 -0.343  0.000
C: -2.771 -1.307 -1.216  0.000
O: -2.404 -0.048 -1.240  -0.008
C: -1.665 -2.366 -1.114  0.000
O: -0.407 -1.968 -0.967  -0.009
C: -2.026 -3.713 -0.891  0.000
Br: -0.781 -5.023 -0.264  0.000

Output
E in eV: -357023.6970
Multiplicity: 4
Expectation value of S²: 3.753
F_max in eV Å⁻¹: 5.8
Total charge: +1

---

Here is a structure of composition C24H38F2N7OPd from the Open Molecules 2025 dataset. Energies are from ωB97M-V/def2-TZVPD.

Each line ends with the Löwdin spin population.
Atoms and positions in Å:
Pd: -0.830 -1.225 -0.819  1.175
C: -0.182 -4.912 1.606  0.000
N: -0.079 -3.585 0.989  -0.001
C: -0.123 -3.605 -0.466  0.033
C: -0.107 -2.463 1.759  0.009
N: -0.255 -1.266 1.248  0.124
C: -0.145 -0.053 2.009  0.005
C: -0.435 0.016 3.352  0.007
C: 0.020 1.076 4.163  -0.001
C: 0.813 2.043 3.633  0.004
C: 0.993 2.110 2.229  0.000
C: 1.744 3.181 1.677  0.006
C: 1.816 3.350 0.328  -0.001
C: 1.033 2.528 -0.506  0.009
C: 0.264 1.511 -0.003  0.005
N: -0.685 0.884 -0.839  0.103
C: -1.418 1.562 -1.696  0.010
N: -1.830 0.978 -2.855  0.003
C: -3.170 1.215 -3.391  0.000
C: -1.145 -0.177 -3.424  0.027
N: -1.881 2.818 -1.462  0.009
C: -1.956 3.824 -2.519  0.001
C: -2.061 3.320 -0.102  0.000
C: 0.379 1.143 1.382  0.005
N: 0.110 -2.678 3.121  0.007
C: 1.479 -2.783 3.586  0.000
C: -0.943 -3.198 3.965  0.001
H: 0.180 -5.646 0.891  0.000
H: -1.215 -5.161 1.852  0.000
H: 0.429 -4.985 2.497  0.000
H: 0.588 -4.342 -0.827  0.006
H: 0.283 -2.660 -0.880  0.010
H: -1.106 -3.870 -0.845  0.005
H: -0.976 -0.788 3.821  0.000
H: -0.210 1.070 5.222  0.000
H: 1.268 2.805 4.256  0.000
H: 2.245 3.865 2.353  0.000
H: 2.406 4.153 -0.099  0.000
H: 0.967 2.746 -1.568  0.000
H: -3.733 1.864 -2.726  0.000
H: -3.695 0.260 -3.468  0.000
H: -3.132 1.670 -4.384  0.000
H: -0.140 -0.270 -3.031  0.005
H: -1.052 -0.049 -4.504  0.003
H: -1.728 -1.087 -3.262  0.008
H: -1.535 3.434 -3.442  0.000
H: -1.378 4.702 -2.220  0.000
H: -2.985 4.141 -2.707  0.001
H: -2.211 2.491 0.586  0.000
H: -2.951 3.948 -0.084  0.000
H: -1.211 3.908 0.240  0.000
H: 2.146 -2.256 2.903  0.000
H: 1.824 -3.822 3.678  0.000
H: 1.569 -2.310 4.567  0.000
H: -1.910 -3.086 3.471  0.000
H: -0.978 -2.638 4.905  0.000
H: -0.805 -4.255 4.215  0.000
C: 4.509 1.262 -1.666  0.000
N: 3.332 0.532 -2.125  0.003
C: 2.809 0.789 -3.457  0.000
C: 2.695 -0.332 -1.335  0.002
O: 1.684 -0.957 -1.663  0.016
H: 4.290 2.327 -1.561  0.000
H: 5.330 1.137 -2.373  0.000
H: 4.824 0.877 -0.698  0.000
H: 3.325 1.649 -3.874  0.000
H: 1.741 1.004 -3.409  0.000
H: 2.957 -0.070 -4.113  0.000
H: 3.140 -0.434 -0.338  0.000
F: -3.007 -2.580 0.512  0.050
C: -2.928 -1.597 -0.452  0.258
F: -3.375 -2.191 -1.629  0.066
H: -3.683 -0.860 -0.190  0.025

Output
E in eV: -46889.9667
Multiplicity: 3
Expectation value of S²: 2.005
F_max in eV Å⁻¹: 1.4
Total charge: +1

---

Here is the molecule C15H18BF3O from the Open Molecules 2025 dataset. Energies are from ωB97M-V/def2-TZVPD.

Each line ends with the Mulliken charge.
Atoms and positions in Å:
C: 2.116 -0.509 2.924  -1.943
C: 2.127 -1.680 1.888  0.668
C: 0.997 -1.517 0.786  0.141
C: 1.291 -1.393 -0.616  0.853
C: 2.657 -1.109 -1.157  -1.571
C: 0.257 -1.450 -1.564  -0.832
C: -1.092 -1.516 -1.209  0.384
C: -2.177 -1.763 -2.208  -1.459
C: -1.395 -1.419 0.145  -0.848
C: -0.389 -1.391 1.127  1.216
C: -0.834 -1.173 2.554  -1.432
H: 3.146 -0.329 3.235  0.506
H: 1.804 0.489 2.547  0.314
H: 1.536 -0.690 3.828  0.418
H: 3.083 -1.682 1.357  0.373
H: 2.635 -1.228 -2.237  0.372
H: 3.039 -0.098 -0.983  0.305
H: 3.378 -1.818 -0.767  0.288
H: 0.525 -1.432 -2.622  0.303
H: -3.139 -1.814 -1.703  0.350
H: -2.219 -0.955 -2.933  0.332
H: -2.083 -2.687 -2.784  0.320
H: -2.442 -1.359 0.450  0.223
H: -1.941 -1.231 2.596  0.385
H: -0.389 -1.951 3.202  0.204
H: -0.540 -0.176 2.949  0.269
C: 2.366 -3.201 2.456  0.131
C: 3.740 -3.850 2.280  -0.552
C: 4.314 -4.157 3.502  -0.630
C: 3.361 -3.787 4.458  0.339
B: 3.366 -3.779 6.089  0.460
F: 4.629 -3.996 6.564  -0.367
F: 2.887 -2.485 6.386  -0.373
F: 2.472 -4.814 6.381  -0.356
O: 2.249 -3.300 3.890  -0.259
H: 1.572 -3.782 1.998  0.502
H: 4.248 -4.002 1.332  0.498
H: 5.225 -4.716 3.698  0.468

Output
E in eV: -26725.9967
F_max in eV Å⁻¹: 3.0

---

Here is a cluster of 2 separate species, C2H4OS in total from the Open Molecules 2025 dataset. Energies are from ωB97M-V/def2-TZVPD.

Each line ends with the Mulliken charge.
Atoms and positions in Å:
C: -0.837 -0.235 0.726  -0.093
C: 1.028 0.014 -0.734  -0.553
O: 0.210 0.345 0.411  -0.155
S: -2.925 1.101 2.533  -0.126
H: -1.179 -1.069 0.082  0.147
H: 1.010 0.870 -1.407  0.223
H: 0.650 -0.878 -1.237  0.337
H: 2.043 -0.147 -0.373  0.220

Output
E in eV: -15015.1898
F_max in eV Å⁻¹: 3.2

---

> Which value of F_max does entry 4 give?

5.8 eV Å⁻¹